A 2-piece molecular cluster, C4H11NO2 overall at a distorted geometry, computed with wB97M-V/def2-TZVPD.

- DFT total energy (Ha) = -364.22750
- F_max (eV Å⁻¹) = 3.1
- HOMO (eV) = -9.62
- lowest unoccupied orbital energy (eV) = 0.723
- Kohn-Sham gap (eV) = 10.34

```
! wB97M-V def2-TZVPD RIJCOSX def2/J DEFGRID3
* xyz 0 1
C -0.098 -2.529 0.661
C -0.192 -1.133 1.281
C 0.674 -0.056 0.601
N 0.348 1.212 1.186
C 1.178 2.291 0.951
O 2.192 2.122 0.312
H -0.105 -3.239 1.507
H 0.897 -2.636 0.202
H -0.798 -2.761 -0.141
H 0.309 -1.258 2.244
H -1.271 -0.871 1.336
H 0.376 -0.199 -0.465
H 1.724 -0.312 0.573
H -0.599 1.343 1.508
H 0.754 3.170 1.426
O -2.102 1.440 -4.190
H -1.457 2.080 -3.889
H -1.831 1.336 -5.103
*
```

A 2-piece molecular cluster, C4H11NO2 overall at a distorted geometry, computed with wB97M-V/def2-TZVPD.

- DFT total energy (Ha) = -364.18826
- F_max (eV Å⁻¹) = 2.3
- HOMO (eV) = -8.81
- lowest unoccupied orbital energy (eV) = 0.764
- Kohn-Sham gap (eV) = 9.58

```
! wB97M-V def2-TZVPD RIJCOSX def2/J DEFGRID3
* xyz 0 1
C 1.134 -2.793 -0.072
C 0.637 -1.632 0.827
N 0.784 -0.247 0.345
C 0.139 0.154 -0.864
C 0.318 -0.631 -2.230
O 0.920 -0.151 -3.149
H 2.067 -3.273 0.252
H 0.459 -3.648 -0.064
H 1.351 -2.530 -1.113
H -0.420 -1.797 1.081
H 1.185 -1.650 1.769
H 1.780 -0.038 0.239
H 0.348 1.174 -1.158
H -0.945 0.034 -0.645
H -0.415 -1.450 -2.376
O -3.147 4.585 3.908
H -3.508 4.219 4.729
H -2.729 3.762 3.612
*
```

One molecule with the formula C4H11NO2 at a distorted geometry, computed with wB97M-V/def2-TZVPD.

- DFT total energy (Ha) = -364.17313
- F_max (eV Å⁻¹) = 5.3
- HOMO (eV) = -8.27
- lowest unoccupied orbital energy (eV) = 0.850
- Kohn-Sham gap (eV) = 9.12

```
! wB97M-V def2-TZVPD RIJCOSX def2/J DEFGRID3
* xyz 0 1
C 1.564 -1.778 -0.220
C 1.294 -0.712 -1.259
O 0.464 0.559 -0.622
C -0.869 0.385 -0.607
O -1.463 -0.778 -1.001
N -1.263 0.680 0.991
C -1.084 2.040 1.451
H 0.677 -2.363 0.025
H 2.314 -2.478 -0.597
H 1.976 -1.332 0.685
H 2.195 -0.175 -1.549
H 0.758 -1.089 -2.133
H -1.349 1.200 -1.162
H -1.363 -1.435 -0.299
H -0.700 0.059 1.568
H -1.474 2.137 2.469
H -1.643 2.716 0.804
H -0.035 2.363 1.455
*
```

A 2-piece molecular cluster, C4H11NO2 overall at a distorted geometry, computed with wB97M-V/def2-TZVPD.

- DFT total energy (Ha) = -364.09953
- F_max (eV Å⁻¹) = 2.4
- HOMO (eV) = -9.70
- lowest unoccupied orbital energy (eV) = 1.066
- Kohn-Sham gap (eV) = 10.76

```
! wB97M-V def2-TZVPD RIJCOSX def2/J DEFGRID3
* xyz 0 1
C -1.817 -0.523 0.649
C -1.719 -0.601 -0.668
C -1.349 0.531 -1.567
H -2.094 -1.371 1.255
H -1.645 0.403 1.176
H -1.903 -1.546 -1.169
H -1.296 1.468 -1.016
H -2.076 0.634 -2.371
H -0.378 0.338 -2.025
N 1.810 1.510 0.983
C 1.855 0.132 1.221
O 1.494 -0.403 -0.203
O 1.268 -1.793 -0.294
H 1.029 1.670 0.330
H 2.654 1.833 0.522
H 1.022 -0.199 1.850
H 2.842 -0.212 1.546
H 0.302 -1.872 -0.218
*
```

A 2-piece molecular cluster, C4H11NO2 overall at a distorted geometry, computed with wB97M-V/def2-TZVPD.

- DFT total energy (Ha) = -364.25490
- F_max (eV Å⁻¹) = 1.3
- HOMO (eV) = -9.86
- lowest unoccupied orbital energy (eV) = 0.751
- Kohn-Sham gap (eV) = 10.62

```
! wB97M-V def2-TZVPD RIJCOSX def2/J DEFGRID3
* xyz 0 1
C -0.210 0.112 2.341
C -0.049 -0.963 1.287
C 0.177 -0.418 -0.110
O -0.737 0.139 -0.696
N 1.398 -0.605 -0.677
C 1.621 -0.404 -2.100
H -0.052 -0.321 3.336
H 0.486 0.934 2.250
H -1.250 0.417 2.387
H -0.953 -1.550 1.147
H 0.742 -1.654 1.570
H 2.090 -1.023 -0.080
H 0.755 0.108 -2.497
H 1.681 -1.361 -2.604
H 2.557 0.116 -2.265
O -3.107 2.311 -1.194
H -2.672 1.533 -1.560
H -2.476 2.627 -0.536
*
```

One molecule with the formula C4H11NO2 at a distorted geometry, computed with wB97M-V/def2-TZVPD.

- DFT total energy (Ha) = -364.18764
- F_max (eV Å⁻¹) = 3.2
- HOMO (eV) = -8.65
- lowest unoccupied orbital energy (eV) = 0.716
- Kohn-Sham gap (eV) = 9.36

```
! wB97M-V def2-TZVPD RIJCOSX def2/J DEFGRID3
* xyz 0 1
O 0.352 -1.854 -0.958
C 0.489 -0.561 -1.572
C -0.560 0.499 -1.188
C -1.268 0.453 0.205
N -0.394 0.846 1.311
C 1.055 0.606 1.429
O 1.364 -0.596 2.120
H -0.573 -2.125 -1.105
H 0.310 -0.712 -2.638
H 1.515 -0.252 -1.407
H -0.076 1.471 -1.075
H -1.396 0.387 -1.872
H -2.158 1.068 0.228
H -1.489 -0.632 0.297
H -0.820 0.733 2.220
H 1.349 0.473 0.398
H 1.408 1.472 1.974
H 0.895 -1.276 1.633
*
```

A 3-piece molecular cluster, C4H11NO2 overall at a distorted geometry, computed with wB97M-V/def2-TZVPD.

- DFT total energy (Ha) = -363.89209
- F_max (eV Å⁻¹) = 3.7
- HOMO (eV) = -8.78
- lowest unoccupied orbital energy (eV) = -4.619
- Kohn-Sham gap (eV) = 4.16

```
! wB97M-V def2-TZVPD RIJCOSX def2/J DEFGRID3
* xyz 0 1
C 0.025 -1.725 -0.746
C 0.267 -0.282 -1.311
C -0.276 0.858 -0.554
N 0.787 1.497 0.391
C -0.373 0.789 0.944
H -0.028 -2.446 -1.560
H -0.946 -1.708 -0.246
H 0.746 -1.901 0.051
H -0.078 -0.342 -2.344
H -1.045 1.486 -0.968
H -1.187 1.406 1.355
H -0.154 -0.163 1.406
H -3.423 -0.340 -0.244
H 1.363 -0.237 -1.394
O -2.516 -0.166 0.047
H 1.641 0.831 0.679
H 2.773 -0.086 1.757
O 2.133 -0.419 1.109
*
```

A 2-piece molecular cluster, C4H11NO2 overall at a distorted geometry, computed with wB97M-V/def2-TZVPD.

- DFT total energy (Ha) = -364.21182
- F_max (eV Å⁻¹) = 1.4
- HOMO (eV) = -9.81
- lowest unoccupied orbital energy (eV) = 0.859
- Kohn-Sham gap (eV) = 10.66

```
! wB97M-V def2-TZVPD RIJCOSX def2/J DEFGRID3
* xyz 0 1
N 0.862 -2.273 -0.659
C 0.590 -1.210 0.332
C -0.829 -0.719 0.014
C -1.267 0.409 0.982
C -1.101 1.744 0.307
O -0.285 2.600 0.522
H 1.569 -2.903 -0.288
H 1.393 -1.831 -1.410
H 0.552 -1.654 1.323
H 1.303 -0.389 0.292
H -1.485 -1.585 0.010
H -0.844 -0.241 -0.961
H -2.329 0.408 1.248
H -0.657 0.458 1.888
H -1.874 1.901 -0.480
O 1.519 1.647 -1.393
H 0.665 1.737 -0.951
H 2.216 1.901 -0.777
*
```

A 2-piece molecular cluster, C4H11NO2 overall at a distorted geometry, computed with wB97M-V/def2-TZVPD.

- DFT total energy (Ha) = -364.24010
- F_max (eV Å⁻¹) = 1.3
- HOMO (eV) = -9.37
- lowest unoccupied orbital energy (eV) = 0.831
- Kohn-Sham gap (eV) = 10.21

```
! wB97M-V def2-TZVPD RIJCOSX def2/J DEFGRID3
* xyz 0 1
C 1.915 1.863 1.787
C 1.591 1.434 0.356
N 0.640 0.315 0.297
C 1.035 -1.067 0.178
C -0.683 0.594 0.209
O -1.537 -0.204 -0.114
H 2.422 2.826 1.714
H 1.000 1.967 2.369
H 2.555 1.142 2.275
H 1.099 2.225 -0.194
H 2.475 1.089 -0.171
H 1.962 -1.243 0.726
H 0.249 -1.696 0.610
H 1.169 -1.427 -0.836
H -0.907 1.655 0.426
O -2.835 -2.450 -2.599
H -3.184 -3.314 -2.328
H -2.884 -1.908 -1.801
*
```

One molecule with the formula C4H11NO2 at a distorted geometry, computed with wB97M-V/def2-TZVPD.

- DFT total energy (Ha) = -364.18710
- F_max (eV Å⁻¹) = 4.2
- HOMO (eV) = -9.56
- lowest unoccupied orbital energy (eV) = 0.807
- Kohn-Sham gap (eV) = 10.37

```
! wB97M-V def2-TZVPD RIJCOSX def2/J DEFGRID3
* xyz 0 1
C -0.345 -1.701 -1.582
O -0.192 -0.321 -1.360
C -0.146 0.216 0.169
C 0.363 -0.757 1.215
N -1.429 0.725 0.459
C 0.868 1.248 -0.265
O 1.119 2.031 1.050
H -1.055 -2.163 -0.880
H 0.618 -2.223 -1.507
H -0.739 -1.881 -2.588
H 1.422 -0.990 1.086
H 0.228 -0.373 2.230
H -0.182 -1.704 1.144
H -1.737 1.413 -0.218
H -1.557 0.990 1.427
H 0.514 1.980 -0.991
H 1.837 0.818 -0.515
H 0.411 2.689 1.125
*
```

- What is the formula in the fifth record?
  C4H11NO2

- The lowest HOMO belongs to which entry?
  number 5